84
Properties=species:S:1:pos:R:3:forces:R:3:mulliken_charge:R:1 method="wB97M-V/def2-TZVPD" orbital_gap_ev=5.84 total_energy_ev=-166825.013 e_above_lowest_kcal_mol=18.6
Y -0.139 -0.012 0.361 -0.1 0.0 -0.6 0.275
N -2.002 1.568 1.511 -0.1 -0.2 -0.1 -0.490
C -1.606 2.569 2.526 0.0 0.1 0.0 -0.820
C -0.449 3.441 2.055 0.1 -0.2 0.0 -0.624
C 0.886 2.689 2.026 -0.1 0.3 0.1 0.427
O 1.891 3.193 2.496 0.0 0.0 -0.1 -0.720
O 0.828 1.525 1.473 0.2 0.2 0.4 -0.598
H -2.408 2.058 0.719 0.0 0.0 0.0 0.214
H -2.748 0.995 1.896 0.0 0.0 -0.1 0.228
H -1.313 2.029 3.427 0.0 0.0 0.0 0.344
H -2.454 3.209 2.789 0.0 0.0 0.0 0.469
H -0.352 4.310 2.702 0.0 0.0 0.0 0.415
H -0.650 3.803 1.039 0.0 0.0 0.0 0.185
Cl -5.707 -5.351 0.587 -0.1 -0.1 0.0 -0.232
C -4.535 -4.130 0.209 0.1 0.1 0.0 0.382
C -3.856 -3.492 1.232 0.0 0.0 0.0 -0.884
C -2.928 -2.529 0.895 0.1 0.1 -0.1 0.819
Cl -2.073 -1.666 2.140 -0.1 -0.1 0.3 -0.227
C -2.603 -2.153 -0.422 -0.1 -0.1 -0.1 -1.382
O -1.712 -1.252 -0.698 -0.1 0.0 0.3 0.957
C -3.361 -2.821 -1.410 0.0 0.0 0.1 0.732
Cl -3.118 -2.380 -3.069 0.0 0.0 -0.1 -0.216
C -4.298 -3.792 -1.112 0.0 0.0 0.0 -0.890
H -4.046 -3.738 2.266 0.0 0.0 0.0 0.486
H -4.840 -4.279 -1.910 0.0 0.0 0.0 0.465
Se 0.668 4.825 -6.370 0.0 0.0 -0.1 0.235
N -0.725 3.992 -5.644 -0.1 0.0 0.1 -0.906
C -0.310 3.440 -4.535 0.2 0.1 -0.2 0.945
C -1.170 2.682 -3.645 -0.1 -0.2 0.3 0.818
C -2.529 2.496 -3.893 0.1 0.0 0.0 -0.781
C -3.269 1.747 -3.006 0.0 0.0 0.0 -1.269
C -2.632 1.213 -1.891 0.0 0.0 0.0 -0.342
N -1.344 1.393 -1.628 0.1 0.0 -0.1 0.559
C -0.611 2.102 -2.498 -0.3 0.1 -0.2 -0.565
C 0.821 2.238 -2.213 0.3 0.1 -0.1 -0.721
N 1.287 1.579 -1.147 0.0 0.1 0.0 1.217
C 2.561 1.729 -0.809 0.0 0.0 0.0 -0.603
C 3.443 2.523 -1.534 0.1 0.0 0.0 -1.157
C 2.989 3.163 -2.665 -0.1 0.0 0.0 -0.887
C 1.649 3.022 -3.025 0.0 -0.2 0.3 0.744
C 1.087 3.626 -4.218 -0.1 0.1 -0.2 0.992
N 1.779 4.328 -5.073 0.1 0.0 0.1 -0.924
H -2.971 2.935 -4.777 0.0 0.0 0.0 0.552
H -4.321 1.560 -3.165 0.0 0.0 0.0 0.466
H -3.177 0.591 -1.191 0.0 0.0 0.0 0.484
H 2.884 1.200 0.079 0.0 0.0 0.0 0.439
H 4.469 2.621 -1.207 0.0 0.0 0.0 0.491
H 3.641 3.771 -3.277 0.0 0.0 0.0 0.535
C 0.420 -0.197 3.928 0.1 -0.1 0.0 -0.965
Si 1.466 -1.531 3.088 0.1 -0.1 0.2 0.123
C 3.236 -1.103 3.594 -0.2 -0.1 -0.1 -1.287
C 0.908 -3.168 3.881 0.1 0.2 -0.1 -1.215
N 1.259 -1.527 1.354 0.1 0.1 0.2 0.856
C 1.997 -2.417 0.600 0.1 0.0 -0.2 0.535
C 2.811 -3.445 1.110 -0.1 0.0 -0.1 -0.490
C 3.493 -4.331 0.293 0.0 0.0 0.0 -1.302
C 3.398 -4.244 -1.084 0.0 0.0 0.0 -0.839
C 2.628 -3.228 -1.637 -0.1 0.1 0.0 -1.011
C 1.981 -2.334 -0.811 0.1 -0.2 0.3 0.299
O 1.213 -1.270 -1.312 -0.1 0.0 0.0 1.285
C 1.364 -0.889 -2.637 0.0 0.1 -0.2 -0.276
C 2.594 -0.461 -3.124 0.0 -0.1 0.1 0.303
C 2.668 0.055 -4.406 0.0 0.0 0.0 -0.927
C 1.528 0.139 -5.199 0.0 0.0 0.0 -0.643
C 0.313 -0.309 -4.706 0.0 0.0 0.0 -0.310
C 0.227 -0.828 -3.420 0.0 -0.1 0.1 -0.261
H 0.365 -0.460 4.988 0.0 0.0 0.0 0.626
H -0.609 -0.092 3.580 0.0 0.0 0.0 0.104
H 0.909 0.774 3.857 0.0 0.0 0.0 0.204
H 3.330 -1.096 4.683 0.0 0.0 0.0 0.404
H 3.472 -0.097 3.237 0.0 0.0 0.0 0.288
H 3.987 -1.786 3.197 0.0 0.0 0.0 0.369
H 0.700 -3.014 4.944 0.0 0.0 0.0 0.361
H 1.639 -3.973 3.809 0.0 0.0 0.0 0.398
H -0.013 -3.524 3.414 0.0 0.0 0.0 0.286
H 2.902 -3.563 2.179 0.0 0.0 0.0 0.209
H 4.097 -5.106 0.748 0.0 0.0 0.0 0.396
H 3.911 -4.948 -1.725 0.0 0.0 0.0 0.415
H 2.536 -3.133 -2.710 0.0 0.0 0.0 0.464
H 3.471 -0.525 -2.493 0.0 0.0 0.0 0.648
H 3.620 0.402 -4.787 0.0 0.0 0.0 0.413
H 1.595 0.545 -6.201 0.0 0.0 0.0 0.476
H -0.577 -0.258 -5.320 0.0 0.0 0.0 0.552
H -0.711 -1.165 -3.000 0.0 0.0 0.0 -0.125



12
Properties=species:S:1:pos:R:3:forces:R:3:mulliken_charge:R:1 method="wB97M-V/def2-TZVPD" orbital_gap_ev=9.86 total_energy_ev=-19505.736 e_above_lowest_kcal_mol=74.1
H -1.124 0.779 -0.832 -3.3 -1.1 -0.9 0.340
N -2.111 0.200 -0.961 3.2 1.5 0.5 -0.596
C -1.972 -0.651 -0.046 0.3 -0.5 0.6 0.044
N -0.893 -0.629 0.930 -1.6 -0.2 0.3 -0.194
O 0.013 0.433 0.739 -1.4 -0.6 0.0 -0.334
C 1.112 0.068 0.096 1.3 -0.3 0.1 0.522
N 1.884 1.122 -0.098 3.4 1.6 -1.9 -0.380
S 1.620 -1.467 -0.258 -0.3 0.0 -0.1 -0.445
H -2.712 -1.489 0.126 1.0 1.0 0.0 0.321
H -0.357 -1.491 0.936 0.2 -0.2 0.0 0.261
H 1.768 2.125 0.006 -1.3 -0.5 0.6 0.238
H 2.772 1.001 -0.637 -1.4 -0.6 0.9 0.224



14
Properties=species:S:1:pos:R:3:forces:R:3:mulliken_charge:R:1 method="wB97M-V/def2-TZVPD" smiles=CSS.CN orbital_gap_ev=9.61 total_energy_ev=-25380.205 e_above_lowest_kcal_mol=11.7
C 1.813 -0.832 -1.194 0.0 -0.3 0.1 -0.746
S 1.876 0.581 -2.307 0.1 0.4 0.2 -0.038
S 2.101 2.159 -0.993 -0.2 -0.2 -0.1 -0.216
H 2.796 -1.273 -1.052 0.1 0.0 -0.1 0.335
H 1.151 -1.573 -1.632 0.0 -0.1 -0.1 0.277
H 1.418 -0.563 -0.221 -0.1 0.2 0.0 0.233
H 3.388 1.980 -0.664 0.1 0.0 -0.1 0.153
C -1.952 0.368 0.792 0.2 -0.1 0.2 -0.590
N -2.299 -0.499 1.916 -0.2 -0.2 0.0 -0.561
H -0.981 0.817 0.990 0.0 0.2 0.0 0.217
H -2.687 1.173 0.751 0.1 -0.1 -0.2 0.302
H -1.865 -0.139 -0.179 -0.2 0.1 0.0 0.217
H -3.163 -0.990 1.715 0.0 0.0 0.1 0.213
H -1.598 -1.210 2.078 0.1 0.0 -0.1 0.205



21
Properties=species:S:1:pos:R:3:forces:R:3:mulliken_charge:R:1 method="wB97M-V/def2-TZVPD" multiplicity=2 orbital_gap_ev="6.42 / 7.05" total_energy_ev=-10398.741 e_above_lowest_kcal_mol=152.9 charge=+2
O 0.488 1.139 0.104 -0.2 -0.2 0.2 -0.350
C 0.814 0.067 -0.478 1.2 0.0 0.6 0.188
N 2.172 -0.358 -0.290 -0.1 1.8 -0.4 -0.079
C 2.922 0.382 0.698 -0.2 -0.7 0.6 -0.790
C -0.137 -1.245 0.007 -0.8 0.4 -0.7 -0.501
N -1.409 -0.862 0.563 0.4 0.1 -0.4 0.046
C -2.157 0.370 0.457 -0.7 0.0 1.0 -0.345
C -2.637 0.634 -0.980 1.1 -0.1 -0.2 -0.986
H 2.721 -0.422 -1.157 -0.1 -1.2 0.0 0.374
H 2.350 0.452 1.620 -0.4 0.3 0.1 0.369
H 3.095 1.416 0.346 0.1 -0.1 0.0 0.390
H 3.826 -0.161 0.955 0.4 0.2 -0.5 0.332
H 0.428 -1.827 0.724 0.1 -0.3 0.0 0.461
H -0.357 -1.757 -0.944 0.3 -0.3 0.3 0.369
H -1.913 -1.677 0.931 0.1 0.1 0.2 0.357
H 0.653 0.094 -1.571 -0.2 0.1 -0.5 0.412
H -1.571 1.192 0.892 0.0 -0.2 -0.3 0.289
H -3.011 0.198 1.114 -0.1 0.2 -0.1 0.415
H -3.436 1.348 -1.007 -0.2 0.7 0.3 0.370
H -1.822 0.912 -1.653 -0.1 0.3 0.2 0.286
H -3.048 -0.262 -1.353 -0.6 -1.2 -0.5 0.394